The following is a DFT calculation (ωB97M-V/def2-TZVPD) of one molecule with the formula C7H12F2OS at a distorted geometry.

Its frontier orbital gap is 7.620 eV. The LUMO energy is -0.045 eV. The calculation puts the total energy at -25765.294 eV.

Geometry as ORCA input:
```
! wB97M-V def2-TZVPD RIJCOSX def2/J DEFGRID3
* xyz 0 1
C 2.90992 1.13184 2.27653
C 1.98858 0.49017 1.60546
C -1.24297 1.29890 -0.85852
C -0.47131 2.63201 -0.90303
C -2.52831 1.32146 -0.10782
C 1.87195 -1.02322 1.55911
C 0.70991 -1.44134 0.70617
O 0.86613 0.09533 -1.67767
F 0.97670 -2.45289 -0.12772
F -0.48288 -1.81167 1.41951
S -0.17232 0.01774 -0.67995
H 2.75563 2.17680 2.15134
H 3.66690 0.64643 2.77903
H 1.21665 0.91056 1.02791
H 0.13022 2.57203 0.06382
H -1.09913 3.49374 -0.95434
H 0.31221 2.64599 -1.72434
H -3.08956 2.20931 -0.40997
H -2.95971 0.27461 -0.31406
H -2.33107 1.38138 0.94847
H 1.77060 -1.64482 2.51585
H 2.66053 -1.54370 1.02118
H -1.18674 -0.93692 -1.06501
*
```